1.
Density functional theory data (the ωB97M-V functional and the def2-TZVPD basis) for a cluster of 4 separate species, CH11NO4 in total.

Output
- 2S+1 = 2
- energy above the lowest of the compared OMol25 structures with the same formula, charge and spin (kJ/mol) = 57.9
- charge = -1
- lowest unoccupied orbital energy (alpha / beta) (eV) = 3.569 / 3.466
- gap between HOMO and LUMO (alpha / beta) (eV) = 2.81 / 9.84

Atoms and positions in Å:
N: -0.311 1.241 -1.317
C: 0.167 -0.029 -1.798
O: -0.377 -1.189 -1.199
H: -1.317 1.202 -1.184
H: 0.061 1.414 -0.382
H: 0.091 -0.159 -2.889
H: 1.251 -0.016 -1.655
H: -1.304 -1.265 -1.441
H: 0.919 -0.822 0.561
H: 0.464 -1.896 1.501
O: 1.119 -1.188 1.435
H: -1.990 -0.093 1.522
H: -3.307 0.283 0.696
O: -2.468 -0.219 0.689
H: 1.736 0.457 1.578
H: 2.875 1.505 1.608
O: 1.921 1.395 1.565

2.
Density functional theory data (the ωB97M-V functional and the def2-TZVPD basis) for a structure of composition C29H41N5RuTe.

Output
- 2S+1 = 1
- charge = +2
- lowest unoccupied orbital energy (alpha / beta) (eV) = -6.088 / -6.088
- gap between HOMO and LUMO (alpha / beta) (eV) = 6.76 / 6.76

Atoms and positions in Å:
Ru: -0.934 -0.586 -0.849
C: -2.580 -2.865 0.227
C: -1.145 -3.252 0.521
N: -0.256 -2.738 -0.543
C: -0.333 -3.506 -1.807
C: -1.006 -2.741 -2.915
C: -0.951 -3.154 -4.233
C: -1.610 -2.404 -5.195
C: -2.325 -1.278 -4.815
C: -2.348 -0.932 -3.477
C: -3.139 0.227 -2.950
N: -2.642 0.694 -1.636
C: -3.666 0.644 -0.574
C: -3.922 -0.803 -0.203
N: -2.661 -1.395 0.280
N: -1.694 -1.649 -2.555
H: -3.254 -3.351 0.938
H: -2.873 -3.179 -0.775
H: -1.056 -4.335 0.636
H: -0.828 -2.789 1.457
H: 0.698 -2.764 -0.200
H: -0.892 -4.432 -1.638
H: 0.666 -3.802 -2.126
H: -0.390 -4.039 -4.503
H: -1.561 -2.692 -6.237
H: -2.850 -0.677 -5.544
H: -4.178 -0.096 -2.845
H: -3.144 1.042 -3.674
H: -2.298 1.646 -1.738
H: -4.598 1.130 -0.877
H: -3.273 1.183 0.291
H: -4.255 -1.380 -1.066
H: -4.712 -0.858 0.550
H: -2.522 -1.112 1.247
C: 5.953 -1.651 4.028
C: 4.685 -1.210 3.356
C: 3.445 -1.409 3.949
C: 2.261 -1.004 3.348
C: 0.966 -1.263 4.080
C: 2.347 -0.366 2.099
Te: 0.384 0.253 1.470
C: 3.571 -0.144 1.468
C: 3.746 0.589 0.172
C: 4.720 -0.581 2.120
H: 5.751 -2.151 4.973
H: 6.598 -0.795 4.227
H: 6.512 -2.336 3.390
H: 3.391 -1.901 4.913
H: 1.146 -1.907 4.938
H: 0.224 -1.766 3.454
H: 0.522 -0.336 4.452
H: 2.799 0.773 -0.315
H: 4.389 0.030 -0.508
H: 4.219 1.558 0.344
H: 5.677 -0.403 1.643
C: 1.124 4.135 1.512
N: -0.252 4.415 1.150
C: -0.941 5.236 2.131
C: -1.007 3.246 0.777
C: -0.392 2.562 -0.426
C: -0.501 3.223 -1.635
C: -0.005 2.693 -2.835
C: 0.641 1.483 -2.816
C: 0.813 0.782 -1.605
C: 0.308 1.328 -0.393
H: 1.604 5.057 1.833
H: 1.676 3.748 0.654
H: 1.207 3.405 2.336
H: -0.407 6.176 2.256
H: -1.017 4.749 3.115
H: -1.948 5.460 1.781
H: -2.014 3.577 0.505
H: -1.126 2.537 1.616
H: -0.985 4.194 -1.633
H: -0.104 3.250 -3.757
H: 1.066 1.075 -3.724
H: 1.484 -0.067 -1.616

3.
Density functional theory data (the ωB97M-V functional and the def2-TZVPD basis) for an isolated molecule of C18H18N2O4.

Output
- 2S+1 = 1
- energy above the lowest of the compared OMol25 structures with the same formula, charge and spin (kJ/mol) = 443.6
- lowest unoccupied orbital energy (eV) = 0.340
- gap between HOMO and LUMO (eV) = 7.68

Atoms and positions in Å:
C: 0.992 -0.694 -4.750
O: 1.782 0.279 -4.115
C: 1.388 0.743 -2.880
C: 0.271 0.317 -2.182
C: -0.030 0.857 -0.935
C: -1.238 0.439 -0.120
C: -1.988 -0.779 -0.696
N: -3.123 -1.084 0.192
O: -3.105 -2.140 0.775
O: -3.993 -0.251 0.276
C: -0.873 0.188 1.315
C: -1.469 0.726 2.451
C: -2.580 1.720 2.474
C: -0.833 0.172 3.565
C: 0.143 -0.699 3.104
C: 1.074 -1.531 3.746
C: 1.929 -2.292 3.005
C: 1.874 -2.227 1.594
C: 0.969 -1.424 0.976
N: 0.104 -0.674 1.708
C: 0.804 1.830 -0.403
C: 1.923 2.261 -1.092
C: 2.229 1.725 -2.331
O: 3.328 2.146 -3.005
H: 0.946 -1.618 -4.165
H: -0.022 -0.327 -4.936
H: 1.482 -0.896 -5.701
H: -0.363 -0.439 -2.616
H: -1.948 1.276 -0.119
H: -2.397 -0.539 -1.680
H: -1.355 -1.667 -0.735
H: -3.457 1.337 1.953
H: -2.858 1.940 3.501
H: -2.278 2.649 1.990
H: -1.058 0.375 4.592
H: 1.089 -1.546 4.824
H: 2.650 -2.940 3.478
H: 2.554 -2.816 1.000
H: 0.917 -1.331 -0.097
H: 0.577 2.253 0.563
H: 2.573 3.016 -0.682
H: 3.369 1.664 -3.843

Which value of 2S+1 does entry 3 give? 1

What did the third record say?
Density functional theory data (the ωB97M-V functional and the def2-TZVPD basis) for an isolated molecule of C18H18N2O4.

Output
- 2S+1 = 1
- energy above the lowest of the compared OMol25 structures with the same formula, charge and spin (kJ/mol) = 443.6
- lowest unoccupied orbital energy (eV) = 0.340
- gap between HOMO and LUMO (eV) = 7.68

Atoms and positions in Å:
C: 0.992 -0.694 -4.750
O: 1.782 0.279 -4.115
C: 1.388 0.743 -2.880
C: 0.271 0.317 -2.182
C: -0.030 0.857 -0.935
C: -1.238 0.439 -0.120
C: -1.988 -0.779 -0.696
N: -3.123 -1.084 0.192
O: -3.105 -2.140 0.775
O: -3.993 -0.251 0.276
C: -0.873 0.188 1.315
C: -1.469 0.726 2.451
C: -2.580 1.720 2.474
C: -0.833 0.172 3.565
C: 0.143 -0.699 3.104
C: 1.074 -1.531 3.746
C: 1.929 -2.292 3.005
C: 1.874 -2.227 1.594
C: 0.969 -1.424 0.976
N: 0.104 -0.674 1.708
C: 0.804 1.830 -0.403
C: 1.923 2.261 -1.092
C: 2.229 1.725 -2.331
O: 3.328 2.146 -3.005
H: 0.946 -1.618 -4.165
H: -0.022 -0.327 -4.936
H: 1.482 -0.896 -5.701
H: -0.363 -0.439 -2.616
H: -1.948 1.276 -0.119
H: -2.397 -0.539 -1.680
H: -1.355 -1.667 -0.735
H: -3.457 1.337 1.953
H: -2.858 1.940 3.501
H: -2.278 2.649 1.990
H: -1.058 0.375 4.592
H: 1.089 -1.546 4.824
H: 2.650 -2.940 3.478
H: 2.554 -2.816 1.000
H: 0.917 -1.331 -0.097
H: 0.577 2.253 0.563
H: 2.573 3.016 -0.682
H: 3.369 1.664 -3.843

Among the records above, which one has the highest 2S+1? CH11NO4

Which of these has the highest 2S+1? CH11NO4